# 1
154
Properties=species:S:1:pos:R:3:lowdin_charge:R:1 method="wB97M-V/def2-TZVPD" charge=+2 lumo_energy_ev=-6.972 fmax_ev_per_a=4.7 homo_ev=-8.899
Ba -0.838 6.405 2.387 1.7860
Ba 1.589 -7.385 0.287 1.7432
C 1.532 -0.176 -0.053 0.0024
C 1.346 -1.608 0.240 -0.3579
C 0.323 -1.913 1.427 -0.3236
O 0.368 -3.103 1.836 -0.0805
C -0.478 -0.847 2.038 -0.0022
C -0.214 0.446 1.677 -0.3451
C 0.891 0.817 0.656 -0.4095
O 1.191 2.049 0.518 -0.0901
O -1.070 1.307 2.205 -0.1319
O 1.817 -2.559 -0.387 -0.0448
H 2.184 0.226 -0.814 0.0960
H -1.226 -1.132 2.763 0.1034
C 4.449 -2.737 5.394 0.0395
N 5.712 -3.171 6.073 -0.4314
O 6.715 -3.089 5.363 0.0439
O 5.690 -3.680 7.191 0.0614
H 4.193 -3.384 4.555 0.0947
H 4.545 -1.722 5.009 0.1003
H 3.717 -2.859 6.192 0.0921
C 6.734 2.982 -2.976 0.0419
N 7.331 3.665 -4.195 -0.4187
O 7.847 4.759 -4.024 0.0624
O 7.127 3.104 -5.288 0.0399
H 7.228 3.249 -2.042 0.0914
H 6.862 1.907 -3.101 0.0900
H 5.677 3.249 -2.968 0.0929
C 4.609 -0.972 -6.113 0.0271
N 5.803 -1.677 -6.597 -0.4489
O 5.740 -2.292 -7.645 0.0754
O 6.822 -1.524 -5.931 0.0503
H 4.749 0.107 -6.050 0.1053
H 4.470 -1.339 -5.095 0.0941
H 3.700 -1.347 -6.583 0.0965
C -5.724 -7.702 0.603 -0.1383
O -5.695 -7.527 -0.768 -0.2112
P -4.539 -6.610 -1.425 0.4595
O -3.195 -6.849 -0.819 -0.2904
O -4.555 -6.901 -2.990 -0.2158
C -5.664 -6.612 -3.875 -0.0569
O -5.186 -5.111 -1.226 -0.2063
C -4.874 -4.304 -0.130 -0.1369
H -6.655 -7.349 1.048 0.1023
H -4.962 -7.168 1.171 0.0758
H -5.512 -8.750 0.810 0.0952
H -6.475 -6.987 -3.251 0.0838
H -5.751 -7.197 -4.790 0.0940
H -5.722 -5.541 -4.070 0.0944
H -5.703 -3.831 0.396 0.0928
H -4.379 -3.384 -0.443 0.0864
H -4.222 -4.742 0.626 0.0823
C -3.940 -5.528 6.157 -0.1037
O -5.366 -5.662 6.431 -0.2083
P -6.308 -4.347 6.192 0.4737
O -6.889 -4.298 4.818 -0.2524
O -7.397 -4.508 7.365 -0.2092
C -7.010 -4.728 8.713 -0.1076
O -5.460 -3.011 6.617 -0.2394
C -5.632 -1.794 5.973 -0.1268
H -3.346 -4.748 6.632 0.0836
H -3.757 -5.430 5.087 0.0804
H -3.351 -6.417 6.384 0.0800
H -5.975 -4.425 8.872 0.0831
H -6.982 -5.788 8.962 0.0861
H -7.740 -4.338 9.422 0.0945
H -5.976 -1.920 4.946 0.0855
H -4.670 -1.283 5.920 0.0866
H -6.267 -1.183 6.614 0.0937
C -4.001 2.188 -2.671 -0.0887
O -3.735 3.286 -3.547 -0.2399
P -4.133 4.770 -3.113 0.4768
O -3.559 5.180 -1.816 -0.2743
O -5.787 4.797 -3.234 -0.2382
C -6.572 3.836 -3.960 -0.0860
O -3.694 5.726 -4.379 -0.2260
C -3.401 7.107 -4.202 -0.1091
H -4.661 2.487 -1.857 0.0899
H -3.031 1.824 -2.331 0.1000
H -4.571 1.393 -3.152 0.0915
H -7.189 3.264 -3.268 0.0929
H -5.914 3.081 -4.390 0.0712
H -7.076 4.357 -4.774 0.0976
H -4.128 7.825 -4.582 0.0980
H -2.420 7.227 -4.660 0.0856
H -3.070 7.259 -3.175 0.0673
C -2.985 -3.408 -9.041 -0.1633
O -2.432 -2.187 -8.781 -0.2133
P -3.123 -1.197 -7.692 0.5031
O -4.527 -0.833 -8.024 -0.2380
O -2.888 -1.902 -6.226 -0.2189
C -1.603 -2.443 -6.006 -0.1288
O -2.068 0.038 -7.804 -0.2095
C -2.622 1.302 -7.976 -0.1358
H -2.219 -4.139 -9.298 0.0943
H -3.784 -3.536 -9.771 0.0965
H -3.472 -3.837 -8.165 0.0833
H -0.931 -2.376 -6.861 0.0878
H -1.692 -3.503 -5.768 0.0870
H -1.227 -1.937 -5.116 0.0933
H -2.312 1.960 -7.165 0.0884
H -3.711 1.336 -8.009 0.0773
H -2.252 1.626 -8.949 0.0972
C 10.319 -6.976 1.526 -0.0957
O 8.888 -6.967 1.483 -0.2320
P 8.048 -6.309 0.237 0.4737
O 6.622 -6.747 0.208 -0.3009
O 8.244 -4.675 0.292 -0.2351
C 7.481 -3.763 -0.530 -0.0757
O 8.919 -6.783 -1.034 -0.2416
C 9.053 -8.144 -1.427 -0.0956
H 10.865 -6.366 0.806 0.0983
H 10.707 -7.994 1.565 0.0901
H 10.438 -6.620 2.549 0.0937
H 7.049 -2.990 0.106 0.0910
H 6.754 -4.394 -1.042 0.0750
H 8.111 -3.249 -1.256 0.0898
H 8.359 -8.432 -2.218 0.0907
H 8.998 -8.852 -0.600 0.0886
H 10.084 -8.215 -1.773 0.0957
C -3.707 7.360 10.415 -0.0958
O -3.098 7.510 9.106 -0.2183
P -1.792 6.600 8.660 0.5156
O -1.423 6.625 7.240 -0.2752
O -2.130 5.096 9.233 -0.2137
C -2.718 4.155 8.376 -0.1311
O -0.585 7.070 9.672 -0.2053
C 0.638 7.572 9.264 -0.1399
H -3.942 8.254 10.992 0.0927
H -3.180 6.731 11.132 0.0844
H -4.634 6.795 10.319 0.0871
H -3.747 3.861 8.581 0.0889
H -2.260 3.169 8.458 0.0912
H -2.679 4.499 7.342 0.0703
H 1.552 7.135 9.666 0.0944
H 0.628 8.615 9.579 0.0941
H 0.775 7.587 8.183 0.0727
C 5.226 7.535 -1.052 -0.1221
O 4.618 8.695 -1.595 -0.2377
P 3.093 8.490 -2.248 0.4869
O 2.073 8.258 -1.198 -0.2839
O 3.381 7.296 -3.330 -0.2530
C 2.302 6.337 -3.713 -0.0375
O 2.839 9.737 -3.248 -0.2201
C 3.819 10.365 -4.024 -0.1034
H 5.523 7.745 -0.025 0.0889
H 6.111 7.378 -1.669 0.0950
H 4.637 6.618 -1.041 0.0809
H 2.541 5.308 -3.445 0.0841
H 2.169 6.427 -4.792 0.0896
H 1.420 6.666 -3.165 0.0673
H 4.755 9.838 -3.837 0.0885
H 3.841 11.433 -3.806 0.0947
H 3.545 10.361 -5.079 0.0938



# 2
120
Properties=species:S:1:pos:R:3:lowdin_charge:R:1 method="wB97M-V/def2-TZVPD" relative_energy_ev=5.400 charge=0 smiles="CNC(C)=O.CNC(C)=O.COCCOC.COCCOC.COCCOC.COCCOC.COCCOC.COCCOC" lumo_energy_ev=0.261 fmax_ev_per_a=3.9 homo_ev=-9.123
C 0.628 0.952 8.368 -0.0880
O 0.815 -0.118 7.417 -0.2022
C 0.567 0.109 6.010 -0.1745
C -0.954 0.097 5.684 -0.1322
O -1.803 -0.922 6.401 -0.1823
C -3.122 -0.793 6.020 -0.1476
H 1.105 0.622 9.292 0.0877
H -0.359 1.362 8.583 0.0802
H 1.182 1.791 7.948 0.0743
H 1.162 -0.542 5.370 0.1063
H 1.119 1.023 5.788 0.1101
H -0.967 -0.070 4.607 0.0962
H -1.308 1.109 5.881 0.1109
H -3.736 -1.519 6.553 0.0954
H -3.145 -1.162 4.994 0.0761
H -3.420 0.256 6.022 0.0843
C 4.300 3.269 -3.653 -0.1051
O 3.791 1.974 -3.534 -0.2097
C 4.692 1.044 -2.981 -0.2200
C 4.225 -0.413 -3.102 -0.1454
O 3.825 -1.038 -1.820 -0.2045
C 4.943 -1.444 -1.020 -0.0874
H 3.568 3.805 -4.257 0.0850
H 5.211 3.221 -4.249 0.0888
H 4.408 3.683 -2.651 0.0956
H 4.970 1.197 -1.939 0.1201
H 5.613 1.198 -3.543 0.1172
H 4.950 -1.055 -3.603 0.1176
H 3.470 -0.286 -3.878 0.1188
H 4.458 -1.720 -0.084 0.0686
H 5.739 -0.705 -0.923 0.0888
H 5.317 -2.428 -1.303 0.0861
C -0.278 -4.318 -6.356 -0.0481
O -0.086 -4.645 -4.904 -0.2178
C -0.216 -3.505 -3.993 -0.1937
C -0.063 -3.936 -2.469 -0.1298
O -0.992 -4.996 -2.111 -0.1861
C -2.357 -4.832 -2.386 -0.1264
H 0.308 -3.438 -6.621 0.0749
H -1.285 -3.899 -6.339 0.0710
H -0.212 -5.226 -6.956 0.0871
H -1.123 -2.914 -4.117 0.1059
H 0.606 -2.842 -4.264 0.1050
H -0.217 -3.133 -1.748 0.1036
H 0.973 -4.271 -2.413 0.1200
H -2.827 -4.077 -1.754 0.0599
H -2.855 -5.736 -2.036 0.0909
H -2.697 -4.806 -3.421 0.0876
C -2.625 7.923 -3.904 -0.1510
O -2.055 6.806 -4.502 -0.1968
C -1.073 6.216 -3.594 -0.1393
C -0.056 5.328 -4.534 -0.1503
O 1.066 4.872 -3.843 -0.2095
C 0.872 3.939 -2.832 -0.1025
H -1.901 8.738 -3.903 0.0845
H -2.931 7.715 -2.879 0.0848
H -3.443 8.388 -4.455 0.0883
H -1.681 5.731 -2.830 0.0879
H -0.464 6.972 -3.097 0.1171
H 0.388 6.076 -5.191 0.1267
H -0.615 4.537 -5.034 0.1230
H 1.043 3.014 -3.384 0.0886
H -0.096 4.053 -2.345 0.0677
H 1.677 4.009 -2.101 0.0930
C -0.649 -3.554 3.662 -0.0978
O -1.875 -3.141 3.069 -0.1779
C -1.774 -3.205 1.640 -0.1900
C -3.128 -2.824 1.003 -0.1793
O -4.114 -3.746 1.522 -0.1701
C -5.361 -3.670 0.844 -0.1107
H -0.361 -4.560 3.358 0.0848
H -0.862 -3.611 4.729 0.0927
H 0.170 -2.900 3.364 0.0717
H -1.626 -4.184 1.183 0.1256
H -0.963 -2.570 1.284 0.1101
H -2.910 -3.027 -0.045 0.0858
H -3.421 -1.778 1.091 0.1090
H -5.874 -2.764 1.165 0.0819
H -6.026 -4.466 1.180 0.0842
H -5.321 -3.734 -0.243 0.0807
C -3.547 0.844 -0.366 -0.1373
O -4.061 1.840 -1.212 -0.1641
C -2.953 2.656 -1.616 -0.1704
C -2.489 3.653 -0.458 -0.1401
O -1.648 3.030 0.580 -0.2728
C -1.751 3.706 1.899 -0.0446
H -3.262 -0.021 -0.965 0.0800
H -4.328 0.475 0.299 0.0886
H -2.605 0.980 0.167 0.0748
H -3.320 3.251 -2.453 0.1235
H -2.142 2.008 -1.948 0.1017
H -3.429 3.974 -0.009 0.1263
H -1.879 4.381 -0.992 0.0856
H -2.682 3.324 2.316 0.0934
H -1.950 4.736 1.604 0.0734
H -0.817 3.734 2.461 0.0774
C 0.683 0.109 -1.727 0.0357
C 0.898 -0.087 -0.193 -0.5467
O 1.360 -1.074 0.324 0.0288
N 0.457 0.895 0.581 0.0312
C 0.610 0.796 2.039 -0.0371
H -0.303 0.503 -1.972 0.0596
H 0.805 -0.848 -2.235 0.0667
H 1.439 0.811 -2.081 0.0653
H 0.271 1.744 0.067 0.1150
H 1.676 0.660 2.222 0.0617
H 0.244 -0.108 2.526 0.0767
H 0.373 1.742 2.526 0.0728
C 2.998 -4.435 1.374 0.0124
C 3.692 -3.533 2.394 -0.5964
O 4.617 -3.985 2.992 0.0693
N 3.278 -2.260 2.468 -0.0008
C 3.926 -1.271 3.249 -0.0874
H 1.972 -4.114 1.192 0.0689
H 3.179 -5.479 1.631 0.0852
H 3.609 -4.308 0.481 0.0738
H 2.870 -1.910 1.614 0.0808
H 4.968 -1.200 2.938 0.0875
H 3.796 -1.451 4.316 0.0900
H 3.509 -0.279 3.075 0.0645



# 3
157
Properties=species:S:1:pos:R:3:lowdin_charge:R:1 method="wB97M-V/def2-TZVPD" charge=-1 lumo_energy_ev=1.687 fmax_ev_per_a=17.7 homo_ev=-5.552
O -2.609 0.865 1.716 0.1475
C -1.647 0.383 1.183 -0.3810
O -0.890 -0.562 1.679 0.2288
B 0.258 -0.866 0.834 -0.9184
O 0.116 0.092 -0.303 0.1811
C -0.968 0.839 -0.147 -0.3913
O -1.385 1.717 -0.835 0.1482
O 0.227 -2.216 0.252 0.2306
C 1.304 -2.840 0.715 -0.3643
O 1.631 -3.981 0.552 0.1349
C 2.191 -1.834 1.446 -0.3988
O 1.506 -0.712 1.586 0.2465
O 3.284 -2.070 1.864 0.1604
Br 6.090 -3.918 -0.946 0.6919
C 5.152 -2.770 -2.174 -0.7278
C 4.081 -1.968 -1.514 -0.6695
Br 3.022 -1.065 -2.898 0.6885
H 4.745 -3.460 -2.913 0.0482
H 5.819 -2.161 -2.783 0.0613
H 4.496 -1.215 -0.850 0.0699
H 3.352 -2.576 -0.987 0.0298
C 3.833 -5.561 1.327 -0.1194
O 2.879 -6.606 1.546 -0.2318
P 2.508 -7.654 0.400 0.3997
O 2.872 -7.340 -0.980 -0.2231
O 3.112 -9.019 0.950 -0.2081
C 4.494 -9.271 0.767 -0.1124
O 0.935 -7.958 0.629 -0.1869
C 0.045 -7.003 1.185 -0.1183
H 4.554 -5.595 2.147 0.0951
H 3.348 -4.585 1.384 0.0465
H 4.337 -5.679 0.372 0.0198
H 4.931 -9.430 1.758 0.0878
H 5.041 -8.408 0.383 0.0831
H 4.728 -10.155 0.178 0.0876
H -0.734 -6.711 0.480 0.0660
H 0.577 -6.124 1.542 0.0440
H -0.478 -7.448 2.037 0.1027
C -2.444 1.465 5.105 -0.1017
O -3.454 2.413 5.495 -0.2025
P -3.828 3.598 4.491 0.3959
O -4.852 4.479 5.095 -0.2457
O -4.157 2.793 3.150 -0.2373
C -4.372 3.533 1.931 -0.0714
O -2.415 4.295 4.170 -0.2274
C -2.290 5.699 3.989 -0.1034
H -2.173 1.526 4.054 0.0507
H -2.717 0.443 5.365 0.0867
H -1.630 1.725 5.791 0.0926
H -4.524 4.581 2.196 0.0809
H -5.291 3.109 1.532 0.0919
H -3.532 3.391 1.254 0.0828
H -2.263 5.880 2.910 0.0897
H -1.335 6.111 4.311 0.0716
H -3.117 6.229 4.460 0.0823
C -2.905 -2.328 -1.904 -0.1411
O -3.576 -3.544 -1.584 -0.1245
P -2.653 -4.826 -1.298 0.4073
O -3.394 -6.079 -1.097 -0.2246
O -1.670 -4.848 -2.567 -0.2257
C -0.450 -5.608 -2.497 -0.0540
O -1.696 -4.324 -0.131 -0.2095
C -1.932 -4.655 1.232 -0.0824
H -3.469 -1.496 -1.471 0.1534
H -2.866 -2.182 -2.981 0.0835
H -1.933 -2.146 -1.438 0.1063
H 0.307 -4.910 -2.143 0.0878
H -0.207 -5.949 -3.501 0.0953
H -0.550 -6.483 -1.855 0.0819
H -1.062 -5.110 1.702 0.0545
H -2.817 -5.259 1.437 0.0999
H -2.146 -3.703 1.728 0.0981
C 1.682 2.424 -1.310 -0.0733
O 1.732 3.868 -1.230 -0.2222
P 2.612 4.613 -2.344 0.3566
O 3.978 4.083 -2.487 -0.2493
O 1.724 4.540 -3.677 -0.1830
C 0.373 4.970 -3.703 -0.2324
O 2.563 6.108 -1.852 -0.2236
C 2.901 7.156 -2.770 -0.0905
H 0.706 2.054 -1.618 0.0578
H 1.938 2.132 -0.294 0.0923
H 2.403 2.010 -2.015 0.0649
H 0.034 5.656 -2.920 0.1283
H -0.243 4.105 -3.427 0.0305
H 0.069 5.370 -4.664 -0.0766
H 3.855 7.551 -2.419 0.0867
H 2.145 7.929 -2.640 0.0866
H 3.005 6.913 -3.826 0.0913
C 3.437 5.035 1.422 -0.0917
O 2.087 4.904 1.819 -0.2129
P 1.505 5.123 3.291 0.3934
O 1.431 6.545 3.677 -0.2370
O 2.451 4.261 4.255 -0.2231
C 2.467 4.599 5.652 -0.0889
O 0.200 4.234 3.196 -0.2166
C 0.211 2.910 2.679 -0.0567
H 3.534 5.848 0.701 0.0825
H 3.741 4.111 0.933 0.0916
H 4.139 5.276 2.223 0.0878
H 2.123 5.615 5.837 0.0777
H 3.509 4.599 5.975 0.0852
H 1.893 3.836 6.173 0.0885
H -0.326 2.802 1.741 0.0957
H -0.153 2.231 3.451 0.0837
H 1.247 2.579 2.556 0.0924
C 3.497 -2.678 5.729 -0.0958
O 2.172 -2.513 5.254 -0.2288
P 0.933 -3.378 5.786 0.3988
O 1.212 -4.113 7.033 -0.2344
O -0.243 -2.310 5.807 -0.1952
C -0.348 -1.388 4.711 -0.0800
O 0.505 -4.271 4.519 -0.2080
C 1.379 -5.303 4.077 -0.0907
H 4.192 -2.685 4.887 0.0864
H 3.567 -3.579 6.336 0.0800
H 3.814 -1.812 6.316 0.0883
H -0.176 -0.384 5.097 0.0913
H -1.288 -1.531 4.187 0.0943
H 0.470 -1.554 4.009 0.0670
H 0.818 -6.232 4.009 0.0916
H 2.230 -5.508 4.733 0.0954
H 1.811 -5.037 3.114 0.0625
C -4.223 0.430 -4.488 -0.0900
O -3.670 -0.863 -4.364 -0.2361
P -2.294 -1.319 -5.024 0.3748
O -1.966 -0.789 -6.355 -0.2249
O -1.175 -0.980 -3.961 -0.1465
C -0.971 -1.892 -2.872 -0.1500
O -2.456 -2.898 -4.902 -0.2189
C -3.606 -3.615 -5.350 -0.0609
H -5.199 0.471 -4.977 0.0901
H -3.559 1.108 -5.026 0.0823
H -4.408 0.816 -3.482 0.0887
H -0.262 -2.682 -3.111 0.1070
H -1.910 -2.259 -2.459 -0.1858
H -0.511 -1.357 -2.037 0.0938
H -3.796 -4.402 -4.628 0.0908
H -3.465 -3.961 -6.374 0.0924
H -4.458 -2.936 -5.426 0.0857
C -3.876 6.816 -3.841 -0.0760
O -3.337 5.493 -3.955 -0.1966
P -2.026 5.226 -4.824 0.5002
O -0.794 5.984 -4.532 -0.1798
O -1.840 3.641 -4.760 -0.1588
C -1.670 3.051 -3.465 -0.1247
O -2.553 5.455 -6.301 -0.1981
C -2.051 6.473 -7.170 -0.0839
H -4.002 7.004 -2.776 0.0907
H -4.877 6.845 -4.264 0.0905
H -3.208 7.569 -4.253 0.0837
H -0.740 2.489 -3.460 0.1067
H -2.546 2.449 -3.227 0.0848
H -1.598 3.786 -2.659 0.0964
H -1.752 7.368 -6.623 0.0803
H -2.898 6.640 -7.831 0.0909
H -1.165 6.169 -7.728 0.0917